1.
14
Properties=species:S:1:pos:R:3:lowdin_charge:R:1 method="wB97M-V/def2-TZVPD" homo_lumo_gap_ev=9.6
H 2.83 -0.44 0.86 0.04
N 2.21 -0.84 0.18 0.11
C 1.00 -0.44 0.30 -0.52
C 0.47 0.36 1.41 -0.06
N 0.13 -0.87 -0.71 0.03
C -1.28 -0.80 -0.89 -0.30
N -1.96 0.27 -1.18 -0.36
S -1.09 1.72 -1.41 0.74
H 0.92 -0.01 2.37 0.10
H 0.78 1.41 1.38 0.08
H -0.63 0.41 1.45 0.07
H 0.60 -1.53 -1.31 0.12
H -1.83 -1.76 -0.89 0.12
H -2.14 2.51 -1.56 -0.16


2.
14
Properties=species:S:1:pos:R:3:lowdin_charge:R:1 method="wB97M-V/def2-TZVPD" smiles="[H]/N=C/NN(C)C=S" homo_lumo_gap_ev=9.3
H -1.35 0.65 3.24 0.03
N -0.51 0.81 2.70 0.09
C -0.56 0.22 1.58 -0.31
N 0.52 0.27 0.70 0.01
N 0.23 -0.05 -0.63 -0.27
C 0.76 -1.33 -1.06 -0.03
C -0.30 0.86 -1.46 -0.70
S -0.76 2.39 -1.09 0.60
H -1.37 -0.39 1.23 0.12
H 1.06 1.11 0.80 0.12
H 0.48 -1.50 -2.12 0.10
H 1.85 -1.36 -0.94 0.09
H 0.35 -2.12 -0.47 0.07
H -0.40 0.45 -2.47 0.07


3.
14
Properties=species:S:1:pos:R:3:lowdin_charge:R:1 method="wB97M-V/def2-TZVPD" smiles="[H]/N=C1/SCCN1N" homo_lumo_gap_ev=9.6
H -1.60 2.25 -0.16 0.03
N -0.61 2.49 -0.05 0.07
C 0.02 1.36 -0.10 -0.71
S 1.77 1.27 0.15 0.91
C 1.79 -0.54 -0.22 -0.42
C 0.34 -1.01 0.18 -0.27
N -0.50 0.03 -0.30 -0.25
N -1.82 0.05 0.12 0.02
H 1.84 -0.59 -1.36 0.09
H 2.60 -1.04 0.27 0.05
H 0.30 -1.38 1.28 0.13
H 0.15 -2.01 -0.36 0.13
H -2.35 -0.59 -0.55 0.12
H -1.94 -0.27 1.09 0.10


Computed stability ranking, most favorable first: 1, 2, 3


1.
16
Properties=species:S:1:pos:R:3:lowdin_charge:R:1 method="wB97M-V/def2-TZVPD" homo_lumo_gap_ev=9.4
C -0.82 -0.66 0.02 -0.70
C -0.23 0.11 1.34 -0.14
C 0.92 0.69 0.66 -0.29
C 0.08 0.04 -0.99 -0.37
C 1.38 -0.41 -0.30 -0.23
H -2.61 -0.26 -1.68 0.04
H -0.67 -1.73 -0.04 0.08
H -0.12 -0.76 2.07 0.14
H -1.05 0.83 1.59 0.09
H 1.84 1.13 1.24 0.18
H -0.28 2.03 -0.41 0.13
H -0.16 0.04 -2.14 0.18
H 2.38 -0.12 -0.81 0.18
N 0.40 1.29 -0.56 0.04
F 1.50 -1.76 -0.01 -0.01
S -2.57 -0.44 0.01 0.68


2.
16
Properties=species:S:1:pos:R:3:lowdin_charge:R:1 method="wB97M-V/def2-TZVPD" smiles="C[C@H]1[C@H](CF)N1C=S" homo_lumo_gap_ev=8.2
C -2.16 -0.67 -0.15 -0.08
C -0.70 -0.23 -0.38 -0.25
C 0.16 0.30 0.69 -0.24
C 0.88 1.65 0.39 -0.25
F 1.18 1.78 -0.92 -0.05
N 0.52 -1.03 0.13 -0.06
C 1.70 -1.48 -0.38 -0.49
S 3.15 -0.49 0.01 0.52
H -2.86 0.30 -0.53 0.14
H -2.50 -0.94 0.85 0.05
H -2.32 -1.72 -0.70 0.11
H -0.64 0.48 -1.32 0.17
H -0.24 0.39 1.74 0.16
H 1.92 1.56 0.87 0.07
H 0.29 2.43 0.82 0.11
H 1.63 -2.33 -1.12 0.08


Computed stability ranking, most favorable first: 1, 2


1.
16
Properties=species:S:1:pos:R:3:lowdin_charge:R:1 method="wB97M-V/def2-TZVPD" smiles="O=CCCCC(=O)N=O" homo_lumo_gap_ev="8.2 / 8.2"
O -1.48 2.27 0.40 0.06
C -1.84 1.43 -0.37 -0.26
C -1.35 0.01 -0.40 -0.16
C -0.39 -0.31 0.75 -0.18
C 0.82 -1.12 0.30 -0.08
C 1.66 -0.15 -0.63 -0.49
O 1.37 0.02 -1.78 0.09
N 2.74 0.06 0.06 0.07
O 3.14 0.56 1.08 0.11
H -2.58 1.65 -1.15 0.12
H -0.84 -0.11 -1.36 0.11
H -2.21 -0.66 -0.41 0.12
H -0.05 0.63 1.19 0.11
H -0.91 -0.86 1.54 0.12
H 1.39 -1.49 1.15 0.12
H 0.54 -1.95 -0.35 0.13


2.
16
Properties=species:S:1:pos:R:3:lowdin_charge:R:1 method="wB97M-V/def2-TZVPD" homo_lumo_gap_ev="8.7 / 7.2"
C -0.17 -0.85 -1.05 -0.30
C -0.86 1.55 0.44 -0.24
C 0.13 0.56 0.80 -0.34
C -0.57 -2.25 -1.30 0.01
C 1.17 0.92 1.77 0.01
N 0.24 0.01 -1.84 -0.02
O -0.93 2.67 0.92 0.06
O 0.05 -0.63 0.42 0.09
O 0.49 1.22 -1.63 -0.02
H -1.43 1.26 -0.50 0.15
H -1.13 -2.58 -0.39 0.11
H 0.15 -2.93 -1.53 0.05
H -1.35 -2.24 -2.08 0.10
H 1.83 1.57 1.21 0.09
H 1.75 0.06 2.17 0.10
H 0.64 1.66 2.58 0.15


3.
16
Properties=species:S:1:pos:R:3:lowdin_charge:R:1 method="wB97M-V/def2-TZVPD" smiles="NC(=O)[C@@H]1C[C@H]1C(=O)O" homo_lumo_gap_ev=10.5
N 1.54 1.17 2.06 0.15
C 0.39 0.53 1.71 -0.46
O -0.55 0.38 2.46 0.06
C 0.44 -0.09 0.13 -0.16
C 0.15 0.94 -0.93 -0.06
C -0.90 0.00 -0.40 -0.14
C -1.20 -1.25 -1.52 -0.41
O -1.78 -1.09 -2.58 0.08
O -0.80 -2.47 -1.11 0.09
H 2.29 1.34 1.41 0.10
H 1.62 1.54 3.00 0.11
H 1.12 -0.92 0.05 0.14
H 0.10 1.99 -0.65 0.11
H 0.51 0.77 -1.94 0.11
H -1.81 0.27 0.11 0.14
H -1.11 -3.09 -1.81 0.13


Computed stability ranking, most favorable first: 3, 1, 2


1.
16
Properties=species:S:1:pos:R:3:lowdin_charge:R:1 method="wB97M-V/def2-TZVPD" smiles="NC(=O)[C@H](O)C#CCO" homo_lumo_gap_ev=10.4
N -2.30 -0.47 -1.15 0.12
C -2.13 0.44 -0.20 -0.47
O -2.12 1.58 -0.74 -0.02
C -1.20 0.22 1.01 -0.34
O -1.21 1.39 1.77 -0.01
C 0.16 -0.19 0.62 0.06
C 1.29 -0.51 0.32 0.03
C 2.66 -0.89 -0.07 -0.28
O 3.19 -0.09 -1.09 -0.05
H -2.53 -1.41 -0.83 0.10
H -2.38 0.38 -2.00 0.25
H -1.65 -0.60 1.59 0.16
H -1.02 2.13 1.16 0.10
H 2.65 -1.92 -0.44 0.13
H 3.29 -0.87 0.83 0.12
H 3.29 0.81 -0.77 0.09


2.
16
Properties=species:S:1:pos:R:3:lowdin_charge:R:1 method="wB97M-V/def2-TZVPD" homo_lumo_gap_ev=9.2
C -1.04 -1.60 -2.07 -0.08
C -1.45 -0.79 -0.94 -0.63
C -0.53 0.04 -0.12 -0.33
C 0.80 0.20 -0.36 0.09
C 1.79 0.66 0.72 -0.62
H -2.14 -1.24 -3.10 0.21
H -1.23 -3.06 -1.70 0.20
H 0.54 -1.57 -2.53 0.20
H -1.95 1.09 0.70 0.20
H -1.25 -0.45 1.54 0.16
H 1.06 -0.07 -1.60 0.15
H 0.38 1.42 1.96 0.18
N -1.01 0.55 1.13 0.02
O -2.58 -0.98 -0.59 0.05
O 1.40 1.52 1.58 0.07
O 2.96 0.59 0.70 0.12


3.
16
Properties=species:S:1:pos:R:3:lowdin_charge:R:1 method="wB97M-V/def2-TZVPD" smiles="C[NH2+]C1=C([O-])[C@@H](O)C1=O" homo_lumo_gap_ev=8.0
C 2.44 -0.69 -0.04 -0.03
N 1.52 0.37 -0.58 0.09
C -0.08 0.11 -0.25 -0.04
C -0.94 1.17 0.10 -0.44
O -0.82 2.35 0.03 0.06
C -2.15 0.19 0.42 -0.17
O -3.19 0.03 -0.52 -0.01
C -0.94 -0.88 0.22 -0.42
O -0.82 -1.99 0.60 0.07
H 2.27 -0.94 0.95 0.07
H 2.40 -1.70 -0.58 0.14
H 3.43 -0.38 0.06 0.06
H 1.60 0.39 -1.61 0.17
H 1.72 1.27 -0.06 0.19
H -2.48 0.11 1.55 0.18
H -3.94 0.60 -0.28 0.10


Computed stability ranking, most favorable first: 3, 1, 2


1.
6
Properties=species:S:1:pos:R:3:lowdin_charge:R:1 method="wB97M-V/def2-TZVPD" homo_lumo_gap_ev=8.2
C 0.58 1.11 -2.61 -0.47
C -1.59 1.02 -0.37 -0.57
O 1.07 1.98 -2.05 0.19
O 0.08 0.19 -3.09 0.18
Cl -1.90 -0.24 0.47 0.69
H -2.61 1.54 -0.59 -0.02


2.
6
Properties=species:S:1:pos:R:3:lowdin_charge:R:1 method="wB97M-V/def2-TZVPD" homo_lumo_gap_ev="8.1 / 8.1"
C -1.72 -0.06 0.05 -0.46
C 1.47 0.24 -0.52 -0.48
O -1.53 0.84 -0.62 0.20
O -1.90 -0.96 0.74 0.21
Cl 2.35 -1.03 0.05 0.59
H 1.33 0.97 0.31 -0.06


Computed stability ranking, most favorable first: 2, 1